This record from the OMol25 dataset describes a structure of composition C3H4N2O. The level of theory is wB97M-V/def2-TZVPD.

Last column: natural (NBO) charge in e.
Geometry (Å):
C1 -1.06333 -0.68836 0.09760  -0.0303
C2 0.26917 -0.24353 0.12899  -0.0916
C3 1.65048 -0.58271 0.01208  0.3608
N1 -1.41012 0.56273 -0.18875  -0.3767
N2 -0.18123 1.13535 0.10788  -0.3987
O1 2.51143 0.27172 0.03862  -0.5632
H1 -1.75167 -1.48796 0.21306  0.2252
H2 2.07078 -1.67368 -0.19691  0.1268
H3 -2.35735 0.96365 0.25389  0.3710
H4 0.26184 1.74279 -0.46645  0.3767

Atoms 1-6, force components in eV/Å:
C 2.8 -0.1 -0.6
C -0.2 -0.6 1.0
C 1.7 -2.0 -0.5
N -6.4 3.5 0.4
N -0.4 -3.8 3.0
O 0.0 0.6 0.0

As for the LUMO energy: 0.020 Ha. Its HOMO energy is -0.3181 Eh. Its gap between HOMO and LUMO is 9.2004 eV. The energy relative to the best compared isomer or geometry (same formula, charge and spin) comes out at 415.9 kJ/mol.


This record from the OMol25 dataset describes the molecule C3H4N2O. The level of theory is wB97M-V/def2-TZVPD.

Last column: natural (NBO) charge in e.
Geometry (Å):
O1 -1.54092 1.40103 0.90285  -0.6593
C1 -0.67444 0.46319 0.44327  0.3863
C2 0.56489 0.66316 -0.10277  -0.2243
N1 0.97841 -0.60140 -0.47586  -0.5151
C3 -0.00370 -1.46264 -0.11915  0.1757
N2 -1.01817 -0.85285 0.44981  -0.4731
H1 -1.36715 2.19759 0.38772  0.4794
H2 1.19482 1.53648 -0.16848  0.2167
H3 1.80104 -0.81830 -1.01337  0.4171
H4 0.06521 -2.52626 -0.30403  0.1965

Atoms 1-6, force components in eV/Å:
O 0.0 0.1 -0.1
C 0.1 -0.1 -0.2
C 0.0 0.0 0.1
N 0.0 -0.1 0.0
C 0.1 -0.1 -0.1
N 0.1 0.1 -0.1

As for the LUMO energy: 0.030 Ha. As for the SMILES: Oc1c[nH]cn1. Its HOMO energy is -0.3101 Eh. Its gap between HOMO and LUMO is 9.2671 eV. The energy relative to the best compared isomer or geometry (same formula, charge and spin) comes out at 63.5 kJ/mol.


This record from the OMol25 dataset describes the molecule C3H4N2O. The level of theory is wB97M-V/def2-TZVPD.

Last column: natural (NBO) charge in e.
Geometry (Å):
O1 0.25049 -0.68853 2.07123  -0.4959
N1 0.36834 -0.09863 0.74896  -0.0809
C1 -0.93274 0.09901 -0.03015  -0.2038
C2 -0.52393 0.24153 -1.30418  -0.0534
N2 0.77759 0.16533 -1.45396  -0.4577
C3 1.26211 -0.30326 -0.25308  0.1551
H1 -0.76619 -0.22789 2.30430  0.4841
H2 -1.80451 0.57132 0.36722  0.2146
H3 -0.98301 0.67924 -2.18868  0.2153
H4 2.35185 -0.43813 -0.26167  0.2225

Atoms 1-6, force components in eV/Å:
O -3.7 2.7 -0.7
N -3.8 -1.0 -1.8
C 2.1 0.2 1.5
C -1.2 1.9 -0.8
N 3.2 -2.9 2.1
C 1.0 2.3 -1.9

As for the LUMO energy: 0.012 Ha. As for the SMILES: On1ccnc1. Its HOMO energy is -0.3304 Eh. Its gap between HOMO and LUMO is 9.3037 eV. The energy relative to the best compared isomer or geometry (same formula, charge and spin) comes out at 435.0 kJ/mol.


This record from the OMol25 dataset describes the molecule C3H4N2O2. The level of theory is wB97M-V/def2-TZVPD.

Last column: natural (NBO) charge in e.
Geometry (Å):
O1 1.54735 2.06074 -0.02578  -0.6496
C1 0.79126 1.12292 -0.13034  0.7436
N1 0.03260 0.75346 -1.20261  -0.5870
C2 -0.70660 -0.39253 -0.91615  -0.1984
C3 -0.40698 -0.74431 0.34929  0.4147
O2 -0.86830 -1.78267 1.07658  -0.6492
N2 0.50499 0.17257 0.83795  -0.6251
H1 0.01820 1.25189 -2.07417  0.4235
H2 -1.36551 -0.84756 -1.62165  0.2253
H3 -0.46855 -1.77594 1.95349  0.4834
H4 0.92154 0.18142 1.75339  0.4189

Atoms 1-6, force components in eV/Å:
O 0.4 0.5 0.1
C 0.1 0.2 -0.1
N 0.1 0.1 -0.1
C -0.2 -0.7 0.5
C -0.2 0.1 -0.7
O 0.0 -0.1 0.2

As for the LUMO energy: 0.016 Ha. As for the SMILES: O=c1[nH]cc(O)[nH]1. Its HOMO energy is -0.2841 Eh. Its gap between HOMO and LUMO is 8.1641 eV. The energy relative to the best compared isomer or geometry (same formula, charge and spin) comes out at 110.2 kJ/mol.


This record from the OMol25 dataset describes the molecule C3H4N2O2. The level of theory is wB97M-V/def2-TZVPD.

Last column: natural (NBO) charge in e.
Geometry (Å):
N1 -1.79802 -0.37553 -0.12547  -0.7897
C1 -0.49252 -0.10956 0.17848  0.3185
C2 0.08532 0.99880 0.69850  -0.1139
O1 1.47101 0.71232 0.93302  -0.5091
C3 1.61620 -0.05047 -0.17766  0.8944
O2 2.34257 0.20068 -1.08315  -0.5105
N2 0.51722 -1.02535 -0.19589  -0.6909
H1 -1.94562 -0.92498 -0.96049  0.3968
H2 -2.43494 0.40051 -0.00808  0.3945
H3 -0.03099 2.00632 0.33351  0.2125
H4 0.66978 -1.83273 0.40724  0.3975

Atoms 1-6, force components in eV/Å:
N 0.0 0.0 0.0
C -0.1 0.2 0.0
C -0.3 0.1 -0.2
O 0.2 0.2 -0.3
C 0.6 0.0 -0.6
O 0.2 -0.8 0.4

As for the LUMO energy: 0.028 Ha. As for the SMILES: Nc1coc(=O)[nH]1. Its HOMO energy is -0.3166 Eh. Its gap between HOMO and LUMO is 9.3816 eV. The energy relative to the best compared isomer or geometry (same formula, charge and spin) comes out at 292.4 kJ/mol.


This record from the OMol25 dataset describes the molecule C3H4N2O2. The level of theory is wB97M-V/def2-TZVPD.

Last column: natural (NBO) charge in e.
Geometry (Å):
C1 0.37822 -1.54068 0.18909  -0.4424
N1 0.11923 -0.18243 -0.30349  -0.1114
N2 0.96825 0.67056 0.13037  -0.3132
C2 0.52876 1.96586 -0.03806  0.4628
O1 -0.63735 2.24271 -0.30888  -0.5329
C3 -1.58708 0.24941 -0.04120  0.6271
O2 -2.47719 0.08302 -0.75666  -0.4936
H1 1.21269 -1.92215 -0.40357  0.2318
H2 0.66232 -1.53768 1.24272  0.2147
H3 -0.50200 -2.16323 0.01707  0.2163
H4 1.26863 2.72430 0.23850  0.1410

Atoms 1-6, force components in eV/Å:
C 0.0 -0.1 0.0
N 0.3 0.2 0.0
N -0.2 -0.1 -0.1
C -0.3 0.1 0.0
O 0.5 -0.2 0.0
C -1.4 -0.2 -0.9

As for the LUMO energy: -0.042 Ha. Its HOMO energy is -0.3323 Eh. Its gap between HOMO and LUMO is 7.9056 eV. The energy relative to the best compared isomer or geometry (same formula, charge and spin) comes out at 452.5 kJ/mol.


This record from the OMol25 dataset describes the molecule C3H4N2O2. The level of theory is wB97M-V/def2-TZVPD.

Last column: natural (NBO) charge in e.
Geometry (Å):
N1 1.18288 1.37087 -0.22211  -0.7971
C1 0.40658 0.26788 -0.01934  0.3884
C2 0.86541 -1.03926 -0.17270  -0.2225
O1 -0.22811 -1.83360 0.30045  -0.4705
C3 -1.27870 -1.06313 0.63258  0.8735
O2 -2.32742 -1.42498 1.08846  -0.5852
N2 -0.89224 0.26628 0.35499  -0.6317
H1 0.89625 2.05052 -0.91065  0.3918
H2 2.16467 1.12767 -0.28086  0.4115
H3 0.70361 -0.77946 -1.27144  0.2138
H4 -1.49293 1.05722 0.50061  0.4280

Atoms 1-6, force components in eV/Å:
N 0.0 0.0 -0.1
C -0.1 0.4 0.6
C -0.3 0.7 -0.5
O -0.4 0.0 -0.2
C -0.3 -0.1 0.0
O 0.4 0.2 -0.2

As for the LUMO energy: 0.013 Ha. As for the SMILES: Nc1coc(=O)[nH]1. Its HOMO energy is -0.3214 Eh. Its gap between HOMO and LUMO is 9.0969 eV. The energy relative to the best compared isomer or geometry (same formula, charge and spin) comes out at 285.0 kJ/mol.


This record from the OMol25 dataset describes a structure of composition C3H4N2O2. The level of theory is wB97M-V/def2-TZVPD.

Last column: natural (NBO) charge in e.
Geometry (Å):
C1 -0.36491 0.33251 0.38778  0.2080
C2 0.66785 -0.30901 0.87826  -0.0935
C3 0.44595 -0.44130 -1.19467  0.7436
H1 -0.84133 2.23619 0.79930  0.3355
H2 -1.06420 0.72743 2.39081  0.3765
H3 1.03700 -0.88920 1.82192  0.2201
H4 -0.08829 -1.22057 -2.98413  0.4777
N1 -1.34506 0.93729 1.28233  -0.7538
N2 -0.52405 0.45626 -0.94780  -0.5169
O1 1.10126 -1.06524 -0.20614  -0.4178
O2 0.97578 -0.76437 -2.22767  -0.5793

Atoms 1-6, force components in eV/Å:
C -4.1 3.1 5.0
C 2.3 -4.6 2.5
C -2.1 1.4 3.8
H -2.3 -3.9 2.6
H -0.4 1.2 -3.9
H -1.3 2.1 -1.4

As for the LUMO energy: -0.039 Ha. Its HOMO energy is -0.3058 Eh. Its gap between HOMO and LUMO is 7.2729 eV. The energy relative to the best compared isomer or geometry (same formula, charge and spin) comes out at 787.7 kJ/mol.